{
  "formula": "H4O2",
  "method": "wB97M-V/def2-TZVPD",
  "species": ["O", "H", "H", "O", "H", "H"],
  "positions_angstrom": [[-1.673213, -0.200015, -0.175133], [-0.799034, -0.594887, 0.155874], [-1.549287, 0.728110, 0.093242], [1.058848, -0.166522, -0.211580], [1.788399, -0.547668, 0.223870], [1.174287, 0.780984, -0.086274]],
  "forces_ev_per_a": [[1.70, -0.18, 1.12], [-1.75, 0.72, -0.96], [-0.33, -0.48, -0.24], [-1.00, 0.76, -0.62], [1.45, -0.84, 0.81], [-0.06, 0.02, -0.11]],
  "lumo_ev": 0.56,
  "homo_lumo_gap_ev": 11.34,
  "multiplicity": 1,
  "e_above_lowest_kj_mol": 24.7,
  "smiles": "O.O"
}

---

{
  "formula": "FH4N3",
  "method": "wB97M-V/def2-TZVPD",
  "species": ["N", "N", "N", "F", "H", "H", "H", "H"],
  "positions_angstrom": [[-0.894550, -0.254619, -0.941777], [-0.159092, -0.696533, 0.021066], [0.968987, 0.788709, 0.929736], [2.062144, 0.865944, 0.092542], [-0.579419, -0.275238, -1.914859], [-1.918729, 0.020858, -0.879427], [-0.832359, -0.809524, 0.896142], [1.353018, 0.360403, 1.796577]],
  "forces_ev_per_a": [[-2.95, 1.31, -2.09], [-0.26, -0.66, 3.67], [-1.63, 0.04, 0.17], [0.46, -0.28, -0.20], [0.40, -0.17, 0.91], [2.02, -0.31, 0.41], [1.93, 0.35, -2.14], [0.02, -0.28, -0.72]],
  "lumo_ev": [0.90, 0.87],
  "homo_lumo_gap_ev": [9.34, 8.51],
  "multiplicity": 1,
  "e_above_lowest_kj_mol": 162.2
}

---

{
  "formula": "C4H7N3",
  "method": "wB97M-V/def2-TZVPD",
  "species": ["C", "N", "C", "C", "C", "N", "N", "H", "H", "H", "H", "H", "H", "H"],
  "positions_angstrom": [[0.246359, 1.291198, 1.798487], [-0.799365, 0.506767, 1.152185], [-0.392861, -0.193553, 0.005783], [-0.029257, 0.354550, -1.250537], [0.244662, -0.743948, -2.031179], [0.036442, -1.831434, -1.256485], [-0.340108, -1.518453, -0.002355], [0.661645, 2.004973, 1.082860], [-0.191904, 1.856845, 2.625896], [1.075761, 0.677596, 2.182724], [-1.188339, -0.161943, 1.806866], [-0.010596, 1.396441, -1.542746], [0.541387, -0.836884, -3.067780], [0.146175, -2.802153, -1.503718]],
  "forces_ev_per_a": [[0.13, 0.18, 0.05], [-0.04, -0.24, -0.01], [0.04, -0.05, 0.00], [0.02, -0.02, -0.02], [-0.05, -0.05, 0.03], [0.05, -0.11, -0.17], [-0.01, 0.27, -0.04], [-0.07, -0.05, 0.09], [0.09, -0.07, -0.12], [-0.11, 0.07, -0.05], [-0.01, 0.04, -0.05], [0.02, -0.23, 0.07], [-0.03, 0.04, 0.19], [-0.04, 0.23, 0.02]],
  "lumo_ev": 1.10,
  "homo_lumo_gap_ev": 9.49,
  "multiplicity": 1,
  "e_above_lowest_kj_mol": 46.1,
  "smiles": "CNc1cc[nH]n1"
}

---

{
  "formula": "C4H12N2O2",
  "method": "wB97M-V/def2-TZVPD",
  "species": ["C", "N", "C", "O", "C", "C", "N", "H", "H", "H", "H", "H", "H", "H", "H", "H", "H", "O", "H", "H"],
  "positions_angstrom": [[-0.044729, -1.225435, -2.468050], [0.338151, -1.527439, -1.066765], [0.052840, -0.649959, -0.070399], [0.419598, -0.821505, 1.078940], [-1.013016, 0.515179, -0.231866], [-2.372277, -0.111951, -0.143000], [-0.804081, 1.484369, 0.823786], [-0.677948, -0.361633, -2.510020], [0.913597, -1.085693, -3.006802], [-0.436494, -2.183605, -2.842096], [0.704731, -2.466060, -0.964906], [-0.847456, 1.103852, -1.154478], [-2.422742, -1.145590, 0.229090], [-2.979530, -0.215210, -1.046024], [-3.022377, 0.497978, 0.470567], [-0.453875, 1.006311, 1.643271], [-0.368143, 2.376728, 0.688721], [4.057143, 1.877575, 3.593278], [4.654885, 1.452823, 4.224657], [4.301731, 1.479266, 2.752089]],
  "forces_ev_per_a": [[1.94, -1.80, 0.67], [-1.01, 1.16, -1.44], [-0.57, -0.35, 1.22], [0.51, -0.38, -0.05], [2.04, 1.07, -0.95], [-1.94, -0.98, -0.25], [-0.77, -0.66, 0.93], [-0.38, -0.01, -0.34], [-0.67, 0.41, -0.12], [-0.57, 0.77, -0.32], [0.13, 0.57, 0.89], [-0.35, -0.59, 0.11], [0.50, 0.34, 0.37], [0.60, 0.30, -0.61], [0.13, 0.13, 0.45], [0.13, 0.22, 0.08], [0.31, -0.21, -0.64], [0.32, -0.19, 0.16], [-0.22, 0.17, -0.09], [-0.11, 0.03, -0.06]],
  "lumo_ev": 0.83,
  "homo_lumo_gap_ev": 9.70,
  "multiplicity": 1,
  "e_above_lowest_kj_mol": 185.0,
  "smiles": "CNC(=O)[C@@H](C)N.O"
}

---

{
  "formula": "C25H40AuGeN3O8Se",
  "method": "wB97M-V/def2-TZVPD",
  "species": ["Au", "C", "C", "C", "C", "O", "Ge", "O", "C", "C", "C", "C", "O", "C", "C", "C", "C", "H", "H", "H", "H", "H", "H", "H", "H", "H", "H", "H", "H", "H", "H", "H", "H", "H", "H", "H", "H", "H", "H", "H", "H", "H", "H", "H", "C", "C", "C", "C", "C", "N", "C", "O", "N", "C", "C", "C", "C", "N", "C", "C", "C", "H", "H", "H", "H", "H", "H", "H", "H", "H", "H", "H", "H", "H", "O", "Se", "O", "O", "O"],
  "positions_angstrom": [[1.114471, -0.674893, -1.219672], [0.287216, -4.173696, -1.904128], [1.758687, -3.826977, -2.097103], [2.631436, -4.991469, -1.628750], [2.063873, -3.501014, -3.548103], [2.143344, -2.669452, -1.287710], [2.285181, -2.567921, 0.611429], [2.644963, -0.665433, 0.160754], [3.988698, -0.131191, -0.135769], [4.863618, -0.543461, 1.042576], [4.540099, -0.696091, -1.438889], [3.877582, 1.378787, -0.220028], [0.500785, -1.851196, 0.430452], [-0.443189, -1.598149, 1.535058], [-1.847910, -1.604128, 0.968392], [-0.264516, -2.776564, 2.492142], [-0.122516, -0.298252, 2.257830], [0.021123, -5.020754, -2.535587], [-0.347065, -3.328819, -2.176180], [0.086414, -4.436997, -0.861330], [2.406228, -5.873108, -2.228543], [2.435665, -5.233592, -0.580687], [3.689851, -4.747998, -1.740662], [1.837271, -4.363725, -4.174540], [3.119160, -3.246004, -3.665709], [1.463565, -2.660983, -3.899587], [4.990503, -1.627432, 1.082308], [4.427727, -0.209245, 1.986520], [5.847818, -0.089825, 0.930965], [4.599195, -1.784807, -1.399473], [5.540902, -0.300941, -1.613908], [3.907092, -0.419415, -2.283874], [3.408647, 1.773919, 0.685091], [3.286934, 1.664821, -1.094615], [4.868396, 1.820785, -0.319487], [-2.035276, -2.531390, 0.422873], [-1.993449, -0.765480, 0.293606], [-2.575916, -1.521534, 1.776784], [-0.405307, -3.726515, 1.971483], [-1.004900, -2.702216, 3.288512], [0.727601, -2.770241, 2.949374], [-0.342612, 0.565776, 1.638881], [0.936637, -0.269130, 2.529699], [-0.713332, -0.226817, 3.171054], [-2.876897, 2.028971, 4.982972], [-3.257952, 2.493892, 3.595991], [-3.360599, 1.616363, 2.532483], [-3.726670, 2.039736, 1.256285], [-3.990604, 3.377110, 1.015925], [-4.371273, 3.880357, -0.254744], [-4.480815, 3.199409, -1.452508], [-5.432744, 3.306279, -2.186455], [-3.390107, 2.403742, -1.791826], [-2.097913, 2.444818, -1.253699], [-1.465080, 3.610832, -0.855192], [-0.159133, 3.546737, -0.398694], [0.495953, 2.338818, -0.372812], [-0.127168, 1.210215, -0.740270], [-1.389778, 1.254246, -1.171689], [-3.907629, 4.267580, 2.079432], [-3.546827, 3.830571, 3.343063], [-2.766622, 0.944965, 5.026144], [-3.632338, 2.320673, 5.713744], [-1.935781, 2.480100, 5.304994], [-3.177523, 0.559320, 2.701513], [-3.859795, 1.308733, 0.464233], [-4.945533, 4.706876, -0.249775], [-3.518654, 1.863067, -2.632643], [-1.974468, 4.560805, -0.937615], [0.363735, 4.441549, -0.088888], [1.518787, 2.249600, -0.042277], [-1.853863, 0.331905, -1.490301], [-4.129275, 5.317429, 1.910204], [-3.494985, 4.546667, 4.157001], [-0.195904, -0.994489, -2.727941], [0.418980, 0.210320, -3.817572], [-0.564914, 1.468719, -3.832509], [1.759474, 0.467805, -2.748079], [0.869209, -0.410940, -5.209936]],
  "forces_ev_per_a": [[-0.47, 0.11, 0.19], [0.03, 0.32, 0.22], [0.01, -0.43, -0.08], [0.06, 0.21, 0.11], [0.06, 0.27, 0.09], [0.06, -0.16, -0.14], [0.29, -0.43, 0.04], [-0.07, 0.48, -0.22], [0.41, 0.09, -0.17], [-0.27, -0.07, 0.09], [-0.24, -0.18, 0.02], [-0.27, -0.02, 0.03], [-0.30, 0.15, -0.38], [-0.07, -0.08, 0.32], [0.08, -0.13, -0.19], [0.11, -0.03, -0.18], [0.29, -0.08, -0.18], [0.02, 0.00, 0.02], [-0.01, -0.07, -0.03], [-0.02, -0.04, -0.06], [0.03, 0.00, 0.02], [0.00, -0.06, -0.03], [-0.03, -0.04, -0.02], [0.02, 0.01, 0.00], [-0.04, -0.04, -0.02], [0.01, -0.06, -0.03], [0.06, 0.01, 0.00], [0.05, 0.02, -0.03], [0.00, -0.03, 0.00], [0.06, 0.04, 0.00], [-0.03, 0.03, 0.03], [0.10, -0.01, 0.01], [0.12, 0.01, -0.01], [0.10, 0.04, 0.04], [-0.02, -0.02, -0.02], [-0.01, 0.04, 0.04], [-0.07, 0.07, -0.01], [0.04, 0.00, -0.03], [-0.03, 0.03, 0.04], [0.02, -0.02, 0.00], [-0.06, 0.00, 0.06], [-0.06, 0.09, 0.00], [-0.06, 0.00, 0.05], [-0.02, 0.00, -0.02], [-0.01, 0.12, -0.14], [0.07, -0.03, 0.26], [-0.03, -0.19, -0.25], [-0.08, -0.42, 0.02], [-0.08, 0.08, -0.25], [0.16, 0.12, 0.35], [0.07, -0.16, -0.15], [0.21, 0.07, -0.03], [0.07, -0.08, 0.20], [-0.17, 0.06, -0.15], [0.10, 0.14, -0.06], [-0.09, 0.20, 0.05], [-0.02, -0.42, 0.13], [-0.15, 0.28, -0.27], [0.22, 0.00, 0.17], [0.12, 0.28, 0.12], [-0.05, 0.22, -0.01], [-0.02, 0.03, -0.02], [-0.02, -0.03, -0.02], [0.00, -0.03, -0.03], [-0.04, 0.06, -0.04], [0.05, 0.06, 0.12], [-0.28, -0.06, 0.13], [-0.09, -0.04, -0.05], [-0.01, -0.03, 0.04], [-0.02, -0.03, -0.02], [-0.05, 0.00, -0.03], [0.08, -0.04, -0.04], [0.02, -0.07, 0.05], [-0.02, -0.01, -0.07], [0.01, 0.05, 0.67], [-0.44, 0.39, -1.16], [0.28, -0.23, 0.11], [0.26, -0.27, 0.31], [0.05, -0.05, 0.52]],
  "total_charge": 1,
  "lumo_ev": [-6.21, -6.40],
  "homo_lumo_gap_ev": [4.59, 4.40],
  "multiplicity": 2,
  "e_above_lowest_kj_mol": 162.9
}

---

{
  "formula": "C4H7NO",
  "method": "wB97M-V/def2-TZVPD",
  "species": ["C", "C", "C", "N", "C", "H", "H", "H", "H", "H", "O", "H", "H"],
  "positions_angstrom": [[-0.401254, -0.668375, -0.526070], [0.647373, -1.310128, 0.206067], [0.518894, -0.881413, 1.502269], [-0.603214, -0.066817, 1.576548], [-1.225301, -0.018048, 0.356432], [-0.695918, -1.001486, -1.511770], [1.580097, -1.715465, -0.149585], [1.123490, -0.858239, 2.389453], [-0.841402, 0.504598, 2.361451], [-2.275550, 0.196429, 0.263291], [0.944753, 2.221484, -1.977327], [0.693473, 2.176632, -2.912109], [0.534556, 1.420829, -1.578644]],
  "forces_ev_per_a": [[-0.59, -1.63, -0.34], [0.71, 1.39, 0.59], [-0.83, 1.49, 0.20], [0.01, -0.82, -0.32], [0.60, -0.31, 0.15], [0.02, 0.38, -0.12], [-0.28, -0.49, -0.27], [0.47, -0.52, -0.12], [-0.18, -0.12, 0.28], [0.10, 0.66, -0.11], [-0.48, -0.75, -0.03], [0.10, 0.03, 0.35], [0.35, 0.69, -0.26]],
  "lumo_ev": 0.96,
  "homo_lumo_gap_ev": 9.66,
  "multiplicity": 1,
  "e_above_lowest_kj_mol": 118.6,
  "smiles": "c1cc[nH]c1.O"
}

---

Which formula does entry 4 have?
C4H12N2O2

---

Which formula does entry 5 have?
C25H40AuGeN3O8Se